{
  "formula": "C43H47I2N5O4S3SiV",
  "method": "wB97M-V/def2-TZVPD",
  "species": ["V", "S", "C", "C", "C", "C", "C", "N", "H", "H", "H", "H", "I", "C", "C", "C", "I", "C", "C", "C", "C", "N", "C", "C", "O", "H", "H", "H", "H", "N", "C", "N", "C", "C", "C", "C", "C", "C", "H", "H", "H", "H", "H", "H", "O", "C", "O", "C", "C", "C", "C", "S", "C", "C", "H", "H", "H", "H", "H", "C", "C", "C", "S", "O", "C", "C", "C", "H", "H", "H", "H", "H", "H", "H", "H", "H", "H", "H", "H", "H", "H", "C", "Si", "C", "C", "N", "C", "C", "C", "C", "C", "C", "H", "H", "H", "H", "H", "H", "H", "H", "H", "H", "H", "H", "H", "H"],
  "xyz": [[0.75170, -1.21228, -0.26414], [0.85368, -0.26812, 1.82078], [3.30063, -0.48848, 0.62245], [4.18831, -1.46806, 1.13662], [4.62156, -2.51305, 0.35614], [4.21082, -2.60592, -0.97553], [3.23839, -1.72716, -1.38888], [2.74476, -0.73964, -0.61045], [4.54391, -1.36401, 2.15480], [5.30925, -3.24795, 0.76336], [4.57170, -3.38413, -1.63346], [2.78682, -1.80909, -2.37200], [2.15041, -6.16604, 0.47058], [0.73649, -5.29206, -0.79756], [-0.05590, -6.11192, -1.62023], [-0.96483, -5.55186, -2.46985], [-2.06840, -6.84561, -3.70811], [-1.13596, -4.14444, -2.56186], [-2.02260, -3.46529, -3.42502], [-2.04293, -2.10193, -3.40944], [-1.19563, -1.37932, -2.56416], [-0.33225, -1.97231, -1.74499], [-0.32733, -3.35029, -1.72473], [0.63959, -3.91024, -0.82137], [1.37867, -3.09162, -0.14112], [0.07046, -7.18425, -1.58872], [-2.66890, -4.02234, -4.08925], [-2.72040, -1.55913, -4.05611], [-1.18032, -0.30285, -2.57043], [0.37873, -3.79209, 3.90802], [0.60393, -3.41828, 2.61044], [-0.46902, -3.02047, 1.99939], [-1.48494, -3.11641, 2.94952], [-2.83632, -2.79007, 2.85199], [-3.62714, -2.97587, 3.97328], [-3.09852, -3.47989, 5.17211], [-1.75746, -3.80696, 5.28467], [-0.96870, -3.60587, 4.15632], [1.07645, -4.11028, 4.55322], [1.58912, -3.44455, 2.16710], [-3.22470, -2.37844, 1.92686], [-4.67891, -2.71985, 3.92810], [-3.74818, -3.59866, 6.03196], [-1.34521, -4.19059, 6.21037], [-8.84159, 2.34465, -1.30729], [-8.19984, 2.20870, -0.10382], [-8.78282, 2.58937, 0.88050], [-6.85949, 1.59932, -0.12884], [-6.19113, 1.20374, -1.29596], [-4.95399, 0.60011, -1.25230], [-4.28925, 0.33559, -0.02588], [-2.77604, -0.47362, 0.03575], [-4.96575, 0.77288, 1.14415], [-6.20232, 1.37688, 1.08825], [-8.27916, 1.97745, -1.99939], [-6.62420, 1.36972, -2.28071], [-4.46178, 0.29888, -2.16911], [-4.47547, 0.61001, 2.09651], [-6.70364, 1.69478, 1.99480], [4.23473, 1.99034, -4.91894], [2.92724, 1.92726, -4.13126], [3.18951, 1.93040, -2.63513], [1.68210, 1.69288, -1.66250], [0.90291, 0.63857, -2.41494], [0.86886, 3.30663, -2.06152], [-0.46756, 3.10104, -2.76771], [-1.59829, 2.77769, -1.79141], [4.04908, 1.99752, -5.99578], [4.86682, 1.12837, -4.68990], [4.80028, 2.89170, -4.66690], [2.37327, 1.02251, -4.38616], [2.29600, 2.77715, -4.40525], [3.65806, 2.85465, -2.28794], [3.82748, 1.08978, -2.34650], [1.56159, 3.91219, -2.64694], [0.72715, 3.78450, -1.08860], [-0.36381, 2.28426, -3.48450], [-0.70210, 4.00841, -3.33286], [-1.39040, 1.86707, -1.22201], [-1.73502, 3.58726, -1.06961], [-2.54425, 2.62408, -2.31622], [3.41975, 3.11601, 0.65798], [3.44376, 1.33672, 1.42293], [3.87873, 1.28012, 3.27848], [5.36393, 1.20479, 0.80624], [1.54217, 1.32808, 1.70907], [0.69737, 2.36407, 2.05187], [1.17876, 3.55563, 2.64278], [0.33244, 4.61884, 2.93009], [-1.03101, 4.54764, 2.66922], [-1.53286, 3.36735, 2.12219], [-0.70091, 2.30009, 1.82522], [3.89573, 3.80790, 1.36508], [2.42964, 3.51611, 0.42532], [4.03637, 3.13762, -0.24874], [4.83108, 1.78061, 3.49541], [3.96261, 0.24062, 3.61939], [3.08923, 1.74303, 3.87822], [5.87856, 2.16277, 0.97243], [5.41333, 0.99497, -0.27629], [5.94970, 0.42063, 1.30221], [2.22928, 3.63985, 2.88660], [0.74918, 5.51478, 3.38085], [-1.68661, 5.37973, 2.90101], [-2.59494, 3.27112, 1.91733], [-1.12324, 1.39579, 1.40032]],
  "energy_ha": -5265.0485,
  "homo_ev": [-1.154, -0.950],
  "total_charge": -2,
  "homo_lumo_gap_ha": [0.161, 0.154],
  "relative_energy_ev": 3.442,
  "multiplicity": 2,
  "fmax_ha_per_bohr": 0.0333
}